A molecular structure, C38H76O12S, computed with the ωB97M-V functional and the def2-TZVPD basis.

Output
Largest force on an atom, eV/A: 2.91
Highest occupied orbital energy, eV: -9.29
E_tot, eV: -76039.73861

```
! RIJCOSX wB97M-V def2-TZVPD def2/J DEFGRID3
* xyz 0 1
C 3.0367 -1.6197 2.6848
C 3.4776 -0.2108 2.2430
C 3.4826 -0.0242 0.7252
O 2.2857 0.5799 0.2052
C 2.4570 1.8173 -0.3654
O 3.4834 1.9014 -1.3578
S 3.4551 3.4453 -1.8610
O 2.5503 3.4793 -2.9289
O 4.7565 3.9341 -2.0275
O 2.8822 4.0793 -0.5377
C 2.4477 3.0945 0.4806
C 3.4681 3.2864 1.6034
C 4.9387 3.3693 1.1708
C 5.8184 2.9807 2.3623
O 1.1817 3.5136 0.8063
C 0.4691 2.6073 1.6623
C -0.8685 3.1952 2.1281
C -1.0805 4.6071 1.6106
C -2.0080 2.2353 1.7279
C -3.3537 2.7150 2.2936
C -2.0836 2.0090 0.2282
H 2.0691 -1.5664 3.1693
H 3.7181 -2.0521 3.4077
H 2.9606 -2.3049 1.8477
H 2.8174 0.4997 2.7193
H 4.4937 -0.0689 2.5845
H 4.3919 0.4853 0.4234
H 3.5339 -1.0168 0.2933
H 1.5335 1.9462 -0.9469
H 3.2112 4.2377 2.0573
H 3.3828 2.5455 2.3883
H 5.1768 4.3968 0.9432
H 5.1835 2.7167 0.3459
H 6.8696 3.0716 2.1254
H 5.5797 3.5946 3.2237
H 5.5814 1.9631 2.6523
H 1.0837 2.3946 2.5364
H 0.3059 1.6581 1.1680
H -0.8510 3.2011 3.2129
H -1.9893 5.0622 1.9763
H -1.0996 4.5619 0.5317
H -0.2761 5.2646 1.9132
H -1.7959 1.2785 2.2010
H -3.9874 3.2164 1.5723
H -3.8901 1.8458 2.6576
H -3.1713 3.3394 3.1633
H -2.9566 1.4105 -0.0049
H -2.0910 2.9303 -0.3414
H -1.2374 1.4274 -0.1265
C -4.5152 -2.3684 -2.6937
C -3.6337 -2.8229 -1.5350
C -3.3488 -1.5054 -0.8303
O -4.4903 -0.6696 -1.0441
C -5.3287 -1.2575 -2.0457
H -5.1368 -3.1602 -3.1085
H -3.8980 -1.9624 -3.4982
H -4.1960 -3.4883 -0.8759
H -2.7281 -3.3407 -1.8473
H -2.4762 -1.0017 -1.2613
H -3.1880 -1.6218 0.2424
H -6.2221 -1.6576 -1.5523
H -5.6399 -0.4903 -2.7552
C -8.3779 0.2039 0.2608
C -9.5434 1.1356 0.5811
C -8.8176 2.4208 0.9556
O -7.6092 2.4403 0.1938
C -7.3940 1.1568 -0.4024
H -8.6492 -0.6361 -0.3774
H -7.9514 -0.1936 1.1848
H -10.1512 1.2937 -0.3128
H -10.1944 0.7710 1.3745
H -8.5564 2.4334 2.0196
H -9.3983 3.3166 0.7320
H -7.5886 1.2427 -1.4781
H -6.3553 0.8596 -0.2611
C 3.1254 -3.3645 -1.7129
C 1.8091 -2.6227 -1.5050
C 0.9857 -3.1144 -2.6872
O 1.4338 -4.4423 -2.9700
C 2.6434 -4.7040 -2.2495
H 3.7251 -3.4634 -0.8085
H 3.7283 -2.8504 -2.4663
H 1.3464 -2.9404 -0.5667
H 1.9134 -1.5383 -1.4820
H 1.1584 -2.4960 -3.5750
H -0.0856 -3.1309 -2.4808
H 2.4131 -5.3980 -1.4332
H 3.3668 -5.1778 -2.9149
C 5.5782 -1.1677 -5.6706
C 5.2899 -2.6252 -6.0187
C 6.5167 -3.3269 -5.4521
O 6.9360 -2.5585 -4.3215
C 6.2499 -1.3041 -4.3120
H 4.6904 -0.5381 -5.6415
H 6.2756 -0.7404 -6.3944
H 4.3893 -2.9628 -5.4992
H 5.1545 -2.8049 -7.0840
H 7.3350 -3.3469 -6.1799
H 6.3119 -4.3501 -5.1346
H 5.5082 -1.3235 -3.5050
H 6.9611 -0.5036 -4.1076
C 1.9122 -9.3914 -1.7892
C 2.8653 -9.8864 -0.7071
C 3.1306 -8.6106 0.0786
O 1.9461 -7.8138 -0.0217
C 1.0866 -8.3656 -1.0274
H 1.3039 -10.1780 -2.2328
H 2.4740 -8.9029 -2.5887
H 2.3619 -10.6201 -0.0735
H 3.7756 -10.3406 -1.0954
H 3.9647 -8.0449 -0.3516
H 3.3472 -8.7992 1.1306
H 0.2341 -8.8344 -0.5244
H 0.7167 -7.5641 -1.6681
C -4.2303 7.7736 4.3840
C -3.3510 7.8711 5.6275
C -3.3407 6.4284 6.1141
O -3.4620 5.6079 4.9495
C -3.8248 6.4168 3.8273
H -4.0790 8.5845 3.6735
H -5.2843 7.7634 4.6703
H -2.3415 8.1802 5.3470
H -3.7237 8.5675 6.3769
H -4.1930 6.2244 6.7713
H -2.4249 6.1657 6.6447
H -2.9524 6.5024 3.1729
H -4.6267 5.9300 3.2712
*
```

***

A molecular structure, C38H76O24Ti2, computed with the ωB97M-V functional and the def2-TZVPD basis.

Output
Largest force on an atom, eV/A: 3.08
Highest occupied orbital energy (alpha / beta), eV: -3.75 / -8.30
E_tot, eV: -136005.84404

```
! RIJCOSX wB97M-V def2-TZVPD def2/J DEFGRID3
* xyz 0 7
Ti -18.1265 13.5869 -10.1334
Ti -18.7453 14.6287 -7.6879
O -20.1668 13.5444 -7.3658
C -20.9810 13.1837 -8.4468
C -21.1824 14.2660 -9.4283
O -19.8955 14.7665 -9.6824
H -21.9683 12.8883 -8.0973
H -20.5954 12.2639 -8.9463
H -21.7867 15.0310 -8.9696
H -21.7554 13.9015 -10.3418
O -21.5119 7.4372 -10.0756
C -22.4490 7.2858 -10.8592
O -23.2447 8.3007 -11.2115
C -22.9235 9.6398 -10.6794
C -23.4758 10.7134 -11.6083
C -22.8781 6.0230 -11.4492
H -21.8638 9.8074 -10.5150
H -23.5019 9.5628 -9.7611
H -23.0710 10.5234 -12.5932
H -23.1266 11.7349 -11.3870
H -24.5740 10.7804 -11.6299
H -23.9627 5.9059 -11.5771
H -22.5800 5.1605 -10.9402
H -22.4920 5.9704 -12.4803
O -22.9611 12.3044 -3.4556
C -22.0786 12.6779 -2.6950
O -21.4199 13.7966 -2.8738
C -21.7405 14.5305 -4.1218
C -21.0159 15.8509 -4.0302
C -21.5521 11.9028 -1.5548
H -22.8082 14.6545 -4.1383
H -21.4048 13.9822 -4.9763
H -19.9369 15.5914 -3.8593
H -21.4578 16.4205 -3.1678
H -21.0680 16.3539 -4.9945
H -21.4742 12.5718 -0.6996
H -20.5358 11.5691 -1.8535
H -22.1631 11.0184 -1.3026
O -25.2273 10.9175 -8.4485
C -25.3155 10.4194 -7.3417
O -25.7738 9.1748 -7.1609
C -26.2070 8.5277 -8.4214
C -27.5038 9.1330 -8.9228
C -24.8544 11.0245 -6.0508
H -26.2837 7.5502 -8.0371
H -25.4713 8.5604 -9.1938
H -27.9437 8.5252 -9.7025
H -27.3809 10.1636 -9.2397
H -28.3294 9.0480 -8.2364
H -25.4404 11.9188 -5.8452
H -23.8638 11.4129 -5.9800
H -25.0431 10.4107 -5.1714
O -25.3692 18.6257 -8.4986
C -25.8450 18.0229 -7.5523
O -26.2089 16.7494 -7.5812
C -26.0099 15.9982 -8.7669
C -24.6310 15.3178 -8.7912
C -26.1698 18.5363 -6.1627
H -26.1154 16.7382 -9.5750
H -26.8233 15.2579 -8.7639
H -24.6586 14.4572 -9.4362
H -24.3985 14.9900 -7.7729
H -23.8565 16.0405 -9.1676
H -25.7623 17.8122 -5.4587
H -27.2416 18.4919 -6.0387
H -25.8282 19.5398 -5.8859
O -19.0806 13.0620 -12.3764
C -19.9161 12.7994 -13.1933
O -20.4293 11.5405 -13.4299
C -19.9151 10.3992 -12.6634
C -20.4171 9.1939 -13.4144
C -20.5817 13.8728 -14.0749
H -20.2014 10.4382 -11.6223
H -18.8063 10.4920 -12.6755
H -21.4802 9.3119 -13.6186
H -20.3366 8.3238 -12.7431
H -19.9003 8.9972 -14.3665
H -19.8866 14.7027 -14.1025
H -21.5306 14.1642 -13.6408
H -20.6712 13.4147 -15.0454
C -19.1713 9.3668 -7.6367
C -18.3082 10.3544 -8.2803
O -17.5086 9.6799 -9.3360
C -16.8403 10.4929 -10.1277
O -16.9465 11.7378 -10.1150
O -16.0437 9.7674 -10.9773
C -15.2126 10.4565 -11.9508
H -19.7991 9.9647 -6.9911
H -18.5185 8.7061 -7.0316
H -19.7569 8.6947 -8.2610
H -17.5464 10.7695 -7.6239
H -18.7425 11.2128 -8.7596
H -14.6413 9.7240 -12.6087
H -14.4036 11.0087 -11.4187
H -15.8282 11.1092 -12.5930
C -21.6630 17.2968 -11.5868
C -20.1810 17.5878 -11.5732
O -19.7140 17.7627 -12.9660
C -19.8955 19.0079 -13.4828
O -20.4319 19.9297 -12.9998
O -19.2164 19.1194 -14.6035
C -18.6076 18.0201 -15.2110
H -22.0261 17.2831 -10.5606
H -21.9708 16.3438 -12.0192
H -22.2692 18.1123 -12.0598
H -19.5886 16.7626 -11.2400
H -19.9677 18.5817 -11.1388
H -18.0034 18.5682 -15.9318
H -19.3147 17.3662 -15.7229
H -18.0141 17.4834 -14.4860
C -18.7373 10.8211 -3.5444
C -18.7486 12.2841 -4.0302
O -17.3775 12.4374 -4.6161
C -17.0661 13.4527 -5.3799
O -17.8489 14.2606 -5.7582
O -15.7588 13.5108 -5.5933
C -15.3330 14.5846 -6.4135
H -19.7122 10.4800 -3.2734
H -18.0216 10.7368 -2.6880
H -18.3917 10.2384 -4.4201
H -18.8178 13.0073 -3.2290
H -19.5423 12.4999 -4.7767
H -15.4876 15.5445 -5.9182
H -15.7454 14.4947 -7.4084
H -14.2491 14.3683 -6.5091
C -22.0146 18.7811 -8.0446
C -20.7514 17.9214 -7.8458
O -19.6623 18.7134 -7.2513
C -18.6316 17.9594 -6.9136
O -18.6264 16.7226 -6.9250
O -17.5693 18.6421 -6.5024
C -16.4073 17.7334 -6.2307
H -21.7791 19.5268 -8.7912
H -22.2902 19.3598 -7.1619
H -22.8582 18.1646 -8.3855
H -20.3936 17.5055 -8.8031
H -20.9590 17.1622 -7.0713
H -16.1438 17.2864 -7.2062
H -16.6777 17.0251 -5.4436
H -15.5767 18.3732 -5.9880
*
```